{
  "formula": "C10H37N2O6P2S4",
  "method": "ωB97M-V with the def2-TZVPD basis set",
  "symbols": ["C", "C", "N", "P", "P", "N", "O", "O", "H", "H", "H", "H", "H", "H", "H", "H", "H", "H", "H", "H", "H", "C", "S", "O", "C", "H", "H", "H", "H", "H", "H", "C", "S", "O", "C", "H", "H", "H", "H", "H", "H", "C", "S", "O", "C", "H", "H", "H", "H", "H", "H", "C", "S", "O", "C", "H", "H", "H", "H", "H", "H"],
  "xyz": [[1.112, 0.594, 1.721], [0.377, 1.353, 0.602], [1.249, 2.119, -0.257], [2.461, 1.451, -1.396], [0.805, 0.037, -2.535], [1.146, -0.536, -3.961], [0.372, -1.271, -1.570], [-0.712, 0.741, -2.569], [1.126, -0.480, 1.525], [2.156, 0.899, 1.777], [0.606, 0.744, 2.680], [-0.271, 0.657, 0.046], [-0.333, 2.049, 1.063], [0.823, 2.960, -0.624], [2.661, 0.350, -0.489], [3.321, 0.844, -2.404], [2.087, 2.489, -2.346], [3.564, 2.215, -0.861], [2.090, -0.278, -4.229], [-0.343, -1.040, -0.967], [-1.417, 0.086, -2.612], [4.535, 2.719, 3.406], [4.753, 1.047, 4.035], [4.386, 0.153, 2.913], [3.330, 1.070, 5.141], [5.298, 2.869, 2.646], [3.548, 2.786, 2.946], [4.656, 3.443, 4.212], [2.439, 1.276, 4.546], [3.473, 1.820, 5.918], [3.260, 0.080, 5.587], [-0.797, -3.080, 1.840], [-2.050, -2.411, 2.938], [-1.919, -0.931, 2.880], [-1.273, -2.938, 4.473], [-1.077, -2.804, 0.825], [0.168, -2.638, 2.086], [-0.775, -4.165, 1.932], [-0.268, -2.517, 4.519], [-1.245, -4.027, 4.512], [-1.881, -2.553, 5.289], [-0.771, -0.931, -6.923], [0.461, -2.162, -7.334], [0.988, -1.833, -8.693], [-0.675, -3.538, -7.586], [-0.231, -0.004, -6.744], [-1.469, -0.834, -7.755], [-1.264, -1.222, -5.997], [-1.350, -3.293, -8.407], [-1.226, -3.729, -6.666], [-0.070, -4.405, -7.843], [-4.701, 2.334, 0.692], [-4.698, 0.724, 1.492], [-6.130, 0.333, 1.653], [-4.132, 1.298, 3.093], [-5.058, 2.184, -0.325], [-5.372, 2.998, 1.235], [-3.684, 2.725, 0.669], [-4.839, 2.038, 3.469], [-3.127, 1.705, 2.989], [-4.091, 0.427, 3.742]],
  "forces_ev_per_a": [[-0.12, -0.17, -0.15], [-0.11, 0.09, 0.08], [0.29, 0.23, 0.05], [0.13, 0.27, 0.20], [-0.18, -0.06, -0.10], [-0.15, -0.08, -0.05], [-0.17, -0.26, -0.18], [0.00, 0.13, 0.20], [0.03, 0.02, 0.01], [-0.07, 0.11, 0.10], [0.09, -0.04, 0.03], [0.06, -0.02, 0.04], [0.07, 0.06, -0.01], [-0.16, -0.18, -0.12], [-0.07, -0.09, -0.08], [-0.05, 0.00, 0.04], [-0.02, 0.01, -0.01], [0.01, -0.04, 0.02], [0.00, -0.02, 0.03], [0.19, 0.16, 0.10], [0.03, -0.11, -0.22], [0.01, -0.01, 0.01], [-0.12, 0.16, -0.07], [0.14, -0.24, 0.05], [0.01, 0.01, -0.01], [-0.01, 0.01, 0.00], [0.01, 0.01, -0.01], [0.00, 0.01, 0.00], [0.00, -0.01, 0.00], [0.00, 0.00, 0.00], [-0.01, 0.00, 0.00], [-0.01, 0.03, 0.00], [-0.01, -0.07, -0.12], [-0.06, 0.07, 0.13], [0.04, 0.03, -0.02], [0.01, -0.01, 0.00], [0.00, 0.00, -0.01], [0.01, 0.00, 0.00], [0.00, 0.00, 0.01], [0.01, 0.00, 0.00], [0.01, 0.00, 0.00], [0.01, 0.00, -0.01], [0.30, -0.10, 0.05], [-0.12, 0.04, -0.03], [-0.07, 0.06, 0.06], [-0.02, 0.00, 0.03], [0.00, 0.00, 0.00], [0.04, 0.02, 0.02], [0.00, 0.00, 0.00], [0.01, -0.01, 0.00], [-0.01, 0.00, -0.02], [0.04, 0.00, 0.02], [0.02, -0.14, -0.11], [0.00, 0.07, 0.06], [0.01, 0.02, -0.01], [-0.01, 0.01, 0.01], [0.00, 0.00, 0.00], [0.00, 0.00, -0.02], [0.00, 0.00, 0.01], [0.00, -0.02, 0.01], [0.00, 0.01, 0.01]],
  "nbo_charge": [-0.63, -0.20, -0.98, 0.60, 1.68, -1.40, -1.03, -1.03, 0.20, 0.23, 0.19, 0.14, 0.17, 0.36, -0.13, -0.13, -0.16, -0.15, 0.37, 0.46, 0.46, -0.83, 1.24, -0.97, -0.84, 0.24, 0.25, 0.21, 0.24, 0.22, 0.23, -0.83, 1.25, -1.00, -0.83, 0.25, 0.24, 0.22, 0.23, 0.22, 0.23, -0.83, 1.28, -1.01, -0.83, 0.26, 0.21, 0.24, 0.22, 0.22, 0.23, -0.83, 1.27, -1.00, -0.83, 0.24, 0.22, 0.23, 0.22, 0.24, 0.25],
  "total_energy_ev": -88150.5137,
  "charge": -1,
  "lumo_energy_ev": 2.097,
  "homo_energy_ev": -3.84
}